1.
Density functional theory data (ωB97M-V/def2-TZVPD) for a structure of composition C35H78ClI2N2OPS2 at a distorted geometry.

The geometry in XYZ format:
```
122
Properties=species:S:1:pos:R:3
C -1.969 1.049 -7.757
C -0.493 0.640 -8.430
I -0.030 2.180 -9.914
C 0.555 0.549 -7.170
I -0.025 -1.299 -6.059
P 2.386 0.307 -7.654
N 2.735 2.054 -7.726
Cl 2.113 -1.820 -7.369
C 3.783 0.186 -6.301
C 3.166 0.011 -4.778
C 4.068 0.780 -3.613
S 2.823 1.736 -2.557
C 3.738 2.943 -1.397
S 5.447 2.776 -1.381
N 2.943 3.928 -0.569
C 1.892 4.661 -1.376
C 2.578 5.616 -2.519
O 3.402 6.678 -1.913
C 4.416 6.103 -0.988
C 3.804 4.998 0.066
H -2.796 0.362 -8.217
H -1.944 1.066 -6.583
H -2.214 2.163 -8.104
H -0.605 -0.400 -8.996
H 0.454 1.411 -6.380
H 2.796 0.087 -9.040
H 2.858 2.264 -8.759
H 1.917 2.646 -7.422
H 4.531 -0.695 -6.577
H 4.442 1.179 -6.268
H 2.100 0.548 -4.807
H 2.984 -1.128 -4.526
H 4.644 -0.063 -3.007
H 4.905 1.469 -4.090
H 1.091 3.971 -1.885
H 1.292 5.373 -0.637
H 1.715 6.150 -3.125
H 3.162 4.924 -3.278
H 5.272 5.673 -1.663
H 4.884 7.002 -0.365
H 3.097 5.608 0.810
H 4.682 4.590 0.737
C -4.283 4.150 2.131
C -3.494 2.859 1.969
C -2.301 2.761 2.923
C -1.225 3.837 2.738
C -0.608 3.908 1.338
C 0.126 2.635 0.944
H -3.676 5.028 1.898
H -5.142 4.151 1.452
H -4.661 4.249 3.154
H -3.164 2.758 0.930
H -4.165 2.014 2.162
H -1.847 1.769 2.817
H -2.667 2.813 3.957
H -0.428 3.659 3.470
H -1.645 4.819 2.986
H 0.105 4.742 1.316
H -1.374 4.139 0.592
H 0.930 2.413 1.652
H 0.572 2.752 -0.050
H -0.548 1.776 0.904
C 2.056 -4.766 -5.086
C 1.001 -4.669 -3.994
C 1.598 -4.623 -2.585
C 2.396 -5.864 -2.171
C 1.623 -7.185 -2.230
C 0.434 -7.225 -1.283
H 2.638 -5.688 -5.007
H 1.577 -4.760 -6.071
H 2.743 -3.915 -5.039
H 0.299 -5.504 -4.086
H 0.416 -3.756 -4.154
H 0.788 -4.453 -1.866
H 2.256 -3.747 -2.507
H 2.766 -5.714 -1.149
H 3.289 -5.952 -2.802
H 2.309 -8.000 -1.964
H 1.288 -7.389 -3.252
H 0.755 -7.072 -0.248
H -0.062 -8.199 -1.343
H -0.307 -6.461 -1.532
C -3.001 7.601 5.111
C -2.612 6.468 6.049
C -3.740 5.457 6.270
C -5.003 6.020 6.931
C -4.787 6.678 8.297
C -4.266 5.711 9.350
H -3.825 8.197 5.513
H -2.150 8.273 4.960
H -3.300 7.210 4.133
H -2.274 6.883 7.004
H -1.751 5.942 5.621
H -3.353 4.626 6.871
H -4.021 5.021 5.303
H -5.730 5.206 7.039
H -5.471 6.752 6.260
H -5.746 7.084 8.642
H -4.106 7.530 8.210
H -4.958 4.875 9.488
H -4.159 6.224 10.311
H -3.286 5.308 9.079
C 1.002 -7.018 2.932
C 0.923 -8.533 2.809
C -0.448 -9.028 2.343
C -1.614 -8.707 3.285
C -1.465 -9.241 4.713
C -1.395 -10.759 4.779
H 0.305 -6.636 3.683
H 2.010 -6.718 3.233
H 0.779 -6.539 1.974
H 1.193 -8.993 3.766
H 1.677 -8.864 2.086
H -0.395 -10.111 2.184
H -0.668 -8.591 1.360
H -2.534 -9.114 2.847
H -1.759 -7.621 3.330
H -2.330 -8.907 5.300
H -0.583 -8.810 5.194
H -2.292 -11.211 4.346
H -1.320 -11.087 5.821
H -0.521 -11.147 4.247
```

Results
Gap between HOMO and LUMO in eV: 7.30
LUMO in eV: -0.255
HOMO level in eV: -7.557

2.
Density functional theory data (ωB97M-V/def2-TZVPD) for a cluster of 2 separate species, C2H6ClOPS in total at a distorted geometry.

The geometry in XYZ format:
```
12
Properties=species:S:1:pos:R:3
C -0.175 -1.886 -0.470
C -0.809 1.999 0.441
O -0.497 -0.936 0.421
P 1.620 0.267 0.953
S 0.837 1.827 -0.247
Cl 2.928 -0.472 -0.243
H 0.792 -2.442 -0.081
H -0.122 -1.461 -1.517
H -0.907 -2.640 -0.613
H -1.349 1.213 -0.280
H -1.184 3.003 0.286
H -1.134 1.530 1.350
```

Results
Gap between HOMO and LUMO (spin up / spin down) in eV: 7.13 / 7.31
LUMO (spin up / spin down) in eV: -1.233 / -1.234
HOMO level (spin up / spin down) in eV: -8.362 / -8.543
Energy above the lowest of the compared OMol25 structures with the same formula, charge and spin in kJ/mol: 375.9

3.
Density functional theory data (ωB97M-V/def2-TZVPD) for a structure of composition C33H33F5N6PPd at a distorted geometry.

The geometry in XYZ format:
```
79
Properties=species:S:1:pos:R:3
Pd 0.155 -0.445 2.030
N -2.117 -0.745 2.433
C -2.239 -1.504 3.702
C -1.143 -2.557 3.801
N 0.219 -2.031 3.517
C 0.990 -1.531 4.679
C 0.348 -0.262 5.204
N 0.111 0.688 4.085
H -2.622 0.132 2.499
H -2.552 -1.271 1.680
H -3.208 -1.998 3.780
H -2.190 -0.790 4.519
H -1.338 -3.332 3.058
H -1.164 -3.031 4.785
H 0.739 -2.781 3.070
H 2.009 -1.349 4.336
H 1.037 -2.281 5.473
H 0.967 0.190 5.980
H -0.603 -0.498 5.672
H 0.899 1.320 4.011
H -0.694 1.280 4.269
C -3.670 -0.298 -1.316
P -1.976 -0.925 -1.289
C -1.863 -2.487 -0.438
C -2.981 -3.285 -0.177
C -2.811 -4.534 0.407
C -1.539 -4.989 0.730
C -0.422 -4.194 0.482
C -0.583 -2.942 -0.087
C -1.370 -1.073 -2.935
C -0.938 -2.299 -3.464
C -0.603 -2.378 -4.803
C -0.666 -1.244 -5.607
C -1.056 -0.015 -5.078
C -1.399 0.078 -3.745
H -4.277 -0.970 -1.928
H -3.681 0.689 -1.778
H -4.090 -0.222 -0.314
H -3.976 -2.956 -0.452
H -3.674 -5.162 0.587
H -1.416 -5.973 1.163
H 0.569 -4.569 0.704
H 0.291 -2.345 -0.331
H -0.896 -3.186 -2.846
H -0.300 -3.326 -5.226
H -0.408 -1.318 -6.655
H -1.095 0.861 -5.711
H -1.698 1.036 -3.335
N 0.511 7.979 -5.001
C 0.603 6.991 -4.424
C 0.715 5.753 -3.703
C 0.319 5.692 -2.369
C 0.425 4.502 -1.670
C 0.913 3.378 -2.321
C 1.315 3.424 -3.648
C 1.218 4.621 -4.338
N 0.991 2.130 -1.607
C 1.846 1.085 -1.872
C 1.525 0.098 -0.994
N 0.475 0.513 -0.197
C 0.185 1.739 -0.601
H -0.058 6.580 -1.881
H 0.161 4.476 -0.621
H 1.685 2.544 -4.155
H 1.528 4.679 -5.372
H 2.610 1.144 -2.627
H 1.970 -0.879 -0.905
H -0.596 2.366 -0.205
F 3.152 -1.687 1.821
C 3.322 -0.368 1.823
C 2.159 0.442 1.945
C 2.367 1.831 1.907
F 1.306 2.641 2.031
C 3.597 2.398 1.755
F 3.804 3.683 1.702
C 4.734 1.527 1.644
F 5.898 2.045 1.493
C 4.588 0.122 1.683
F 5.655 -0.626 1.567
```

Results
⟨S²⟩: 6.0329
Gap between HOMO and LUMO (spin up / spin down) in eV: 8.00 / 4.09
LUMO (spin up / spin down) in eV: -7.966 / -11.887
HOMO level (spin up / spin down) in eV: -15.964 / -15.975
Energy above the lowest of the compared OMol25 structures with the same formula, charge and spin in kJ/mol: 66.1
Multiplicity: 5
Net charge: +3

E_tot
In order: -3758.15256 -1354.68044 -2573.32289
Unit: Eh